Here is a cluster of 2 separate species, C37H44N2O6 in total at a distorted geometry from the Open Molecules 2025 dataset. Energies are from ωB97M-V/def2-TZVPD.

## Properties
- E_HOMO (Eh) = -0.210
- energy relative to the best compared isomer or geometry (same formula, charge and spin) (kJ/mol) = 15.0
- largest force on an atom (eV/A) = 2.242
- orbital gap (eV) = 4.434
- E_tot (eV) = -54346.4628

```
89
Properties=species:S:1:pos:R:3:forces:R:3:lowdin_charge:R:1
O -1.32780 0.40249 -3.35516 -0.3 0.8 0.5 0.057
O 4.82965 0.43381 4.17971 -0.9 -0.4 -1.2 0.085
O -1.72510 2.48110 0.15292 0.0 0.0 0.9 -0.001
O -6.71587 -2.80179 -1.49936 -0.6 -0.3 -0.5 -0.110
O -1.82253 0.52034 1.22200 0.0 0.3 -0.4 0.012
O -1.39522 2.41485 -2.33048 0.1 0.1 -0.8 -0.019
N 2.50829 -0.56901 1.71354 -1.3 -0.1 -0.4 0.023
N 4.72714 -0.55940 2.09871 -0.1 0.4 0.6 -0.039
C 2.12987 1.52782 2.99967 -0.1 0.2 -0.3 -0.085
C -0.79995 -3.97337 -4.07046 -0.1 0.3 0.6 -0.265
C -0.41427 -2.24655 -1.84451 0.2 -0.8 -0.7 -0.187
C 3.76815 -1.03431 1.11295 0.4 -0.1 -0.3 -0.466
C -1.12897 3.03416 -3.60936 0.1 -0.3 0.4 -0.220
C -1.69011 -2.78233 -2.15907 0.1 0.5 0.1 0.014
C 3.08186 3.47503 4.27751 0.1 -0.4 0.3 -0.040
C -2.21499 0.53708 -1.14231 1.3 1.8 0.2 -0.086
C -5.06076 -1.70948 -0.21567 -0.7 -0.3 -1.0 -0.010
C 4.05374 -0.37827 -0.24719 0.0 0.2 0.1 0.008
C 1.03094 -1.29278 -0.07341 0.6 0.2 0.0 -0.058
C -3.94416 -0.91390 -0.10982 0.3 0.3 -0.5 -0.030
C -7.41494 -3.06190 -2.73578 0.5 0.3 0.8 -0.071
C 2.67561 0.09871 3.00363 0.3 -0.4 0.5 -0.159
C -1.02162 -4.84890 -5.25568 0.0 -0.1 -0.3 -0.055
C 6.15051 -0.74554 1.95317 0.2 -0.2 -0.2 -0.010
C -0.20464 -1.38698 -0.71192 -0.5 -0.7 1.2 0.047
C -3.36748 -0.28423 -1.25948 -0.9 -1.3 -0.1 -0.196
C 1.27904 -0.67987 1.15117 0.5 -0.2 -0.2 0.018
C 1.90077 1.73744 5.49437 0.4 0.4 0.1 -0.039
C 3.87380 -2.56752 1.01081 0.0 0.0 0.2 0.011
C 2.37845 2.26628 4.29193 -0.1 0.1 0.0 -0.236
C -5.12620 -1.31464 -2.63494 -0.5 -0.5 0.7 -0.027
C 0.67879 -2.69828 -2.63148 -0.3 0.2 0.2 -0.012
C -3.99528 -0.52458 -2.52328 0.4 0.2 0.8 -0.024
C -1.37916 4.50172 1.24361 0.1 0.5 -0.1 -0.072
C -0.85674 4.47920 -3.30689 0.0 0.4 0.1 -0.079
C 4.19322 0.03211 3.20945 0.6 0.2 0.6 -0.363
C 3.40156 4.10410 5.48170 -0.2 -0.1 0.1 -0.078
C 0.49093 -3.57397 -3.68787 -0.1 0.1 0.1 -0.036
C -1.90420 1.15746 0.16367 -0.4 -1.0 -0.6 -0.447
C 2.20726 2.37679 6.70037 0.0 0.1 -0.2 -0.074
C -1.89082 -3.55352 -3.29480 0.4 -0.2 0.1 -0.016
C 2.96610 3.55559 6.69619 -0.1 -0.1 -0.2 -0.087
C -5.66546 -1.93743 -1.48007 0.9 0.5 -0.3 -0.282
C -1.65043 3.05119 1.47975 0.1 -0.1 -0.4 -0.218
C -1.60262 1.08242 -2.36690 -0.3 -0.7 -0.2 -0.452
H 1.31593 0.81269 5.47525 0.2 0.3 0.2 0.116
H 2.19394 -0.48405 3.81239 0.2 0.2 -0.3 0.166
H 6.64849 -0.27971 2.80410 -0.1 -0.1 -0.1 0.097
H 1.36068 -3.95475 -4.22646 -0.3 0.2 0.0 0.111
H -1.56127 -5.76278 -4.99242 0.1 0.1 0.0 0.085
H 0.45560 -0.26519 1.73626 0.1 0.0 -0.2 0.133
H -0.84914 2.56727 2.05380 -0.3 0.1 -0.1 0.104
H 4.13930 0.70966 -0.11742 0.0 -0.3 -0.1 0.104
H -0.06984 -5.12492 -5.70933 -0.1 0.0 -0.1 0.074
H 1.88633 -1.79067 -0.52315 -0.4 0.2 0.0 0.057
H -3.56814 -0.07262 -3.41664 -0.1 -0.1 0.2 0.111
H -1.06698 -0.96015 -0.21340 0.2 -0.5 0.1 0.080
H -3.47990 -0.76028 0.86187 -0.2 0.0 -0.3 0.103
H -0.04023 4.58352 -2.58551 -0.1 0.0 -0.1 0.078
H 3.21259 4.04968 7.63964 -0.1 -0.2 -0.3 0.102
H -6.74933 -3.49591 -3.49362 -0.1 0.1 0.1 0.087
H -2.01874 2.93344 -4.24403 0.2 -0.2 0.1 0.129
H -2.52060 -2.58226 -1.48885 0.1 0.1 -0.2 0.104
H 1.68527 -2.34373 -2.39764 -0.3 -0.1 -0.2 0.104
H 3.01818 -3.01041 0.49666 0.2 0.0 0.1 0.078
H -1.73717 4.97680 -2.88527 0.1 -0.1 -0.1 0.081
H -5.51010 -2.17450 0.66024 0.1 0.0 -0.2 0.115
H 3.99784 5.01790 5.47173 -0.2 -0.2 0.0 0.103
H 6.50489 -0.28135 1.02753 0.0 0.0 0.1 0.092
H 1.85994 1.94231 7.64038 0.1 0.2 -0.3 0.104
H -1.30684 5.02319 2.19383 0.1 0.2 0.1 0.075
H -0.58529 4.99157 -4.22774 0.1 0.1 0.0 0.073
H -5.58665 -1.44900 -3.61784 0.1 0.0 0.4 0.103
H 1.05008 1.47788 2.79765 0.2 0.0 0.0 0.106
H 3.40726 3.88671 3.31844 0.0 -0.1 0.4 0.113
H 6.40775 -1.80952 1.91983 0.0 0.1 0.1 0.094
H 4.99984 -0.77601 -0.63415 -0.2 0.2 0.0 0.087
H -0.27153 2.54531 -4.08865 -0.3 0.1 0.0 0.122
H 3.94367 -3.00032 2.01819 -0.1 0.1 -0.3 0.103
H 3.26187 -0.58582 -0.97008 0.3 0.1 0.1 0.071
H -7.88436 -2.14540 -3.11752 0.1 -0.2 0.0 0.093
H -0.44580 4.63267 0.69123 0.0 0.0 0.1 0.079
H 4.78605 -2.82183 0.45517 -0.3 0.0 0.2 0.089
H -2.17632 4.96290 0.65261 0.1 -0.1 0.1 0.084
H -8.17923 -3.78460 -2.45088 0.0 0.1 -0.2 0.087
H 2.59858 2.06669 2.16185 -0.2 -0.1 0.2 0.133
H -1.62148 -4.32033 -6.00070 0.0 -0.1 0.0 0.088
H -2.90257 -3.86761 -3.57012 0.4 0.1 0.2 0.122
H -2.60886 2.89242 1.99184 0.3 -0.1 -0.1 0.134
```
Positions in Å, forces in eV/Å.


Here is a structure of composition C37H45F3N2O5SSiY at a distorted geometry from the Open Molecules 2025 dataset. Energies are from ωB97M-V/def2-TZVPD.

## Properties
- E_HOMO (Eh) = -0.187
- energy relative to the best compared isomer or geometry (same formula, charge and spin) (kJ/mol) = 29.5
- largest force on an atom (eV/A) = 1.586
- total charge = -1
- orbital gap (eV) = 7.598
- E_tot (eV) = -80237.5646

```
95
Properties=species:S:1:pos:R:3:forces:R:3:lowdin_charge:R:1
Y -0.16514 1.40610 -0.77110 0.3 1.5 0.4 1.261
S -0.20766 1.81885 1.95040 -0.2 -0.3 0.4 0.367
Si 0.68754 0.01668 2.33823 -0.2 0.2 -0.2 -0.174
F -4.64258 -6.75014 -3.99495 0.0 0.0 0.0 0.128
F -5.91073 -5.32629 -5.02311 0.0 -0.1 0.0 0.125
F -4.05300 -5.98371 -5.92344 0.0 0.0 0.0 0.126
O -2.14269 2.42830 -0.72377 0.4 0.1 -0.1 -0.216
O 1.02277 -0.63882 0.82857 0.0 0.1 -0.1 -0.228
O 2.15139 0.03634 3.08372 0.2 -0.1 0.1 -0.158
O -0.18707 -1.04740 3.25121 0.1 0.0 0.1 -0.165
O 1.49431 2.85327 -0.43401 0.1 0.1 -0.1 -0.242
N 1.71717 1.13798 -2.51019 -0.4 -0.2 0.1 -0.034
N -0.63289 2.42878 -3.13972 0.2 -0.2 0.2 -0.005
C -3.95194 3.91582 -0.61879 0.0 0.0 0.1 -0.016
C -2.18282 -1.43951 1.91733 0.0 0.0 0.0 -0.035
C 1.51577 -2.27504 -0.84014 0.0 0.0 0.0 -0.043
C -2.85511 3.32957 -1.30496 0.0 -0.2 0.1 -0.357
C 3.96259 0.83454 4.35413 0.1 0.1 0.0 -0.031
C -1.76780 -1.40490 -2.16707 -0.1 0.0 0.0 -0.146
C -4.55183 -3.33845 -3.73219 0.0 0.0 0.0 -0.015
C 4.96978 2.07450 -1.17630 0.0 0.0 0.0 -0.076
C 2.53309 0.31808 4.42884 -0.2 0.0 0.0 -0.649
C -1.54724 3.25805 -3.46067 -0.1 0.0 0.0 -0.103
C -1.17034 -0.49842 -1.60419 -0.5 -1.3 -0.7 -0.108
C -2.29641 -0.30987 4.15979 0.0 0.1 0.0 -0.042
C 3.57196 2.08348 -1.29032 0.0 0.0 0.0 -0.169
C 5.60777 2.65384 -0.10542 0.0 0.1 0.1 -0.121
C -3.90080 -4.51095 -4.08576 0.0 0.0 0.0 -0.146
C 1.91230 -1.74277 0.52685 0.1 0.1 0.0 -0.616
C 2.77143 2.76144 -0.32403 0.0 -0.1 0.0 -0.371
C -3.46565 4.73611 -3.21061 0.1 0.0 -0.1 -0.075
C 3.34390 -1.21247 0.47151 0.0 0.0 0.0 -0.011
C 1.13385 0.86153 -3.81085 0.0 0.0 0.1 -0.227
C -4.75119 4.86343 -1.20807 0.0 0.0 -0.1 -0.102
C -1.84902 -3.64966 -3.18292 0.0 -0.1 0.0 -0.020
C 2.46754 -0.97607 5.23528 0.0 0.0 0.0 -0.030
C -1.65216 -2.71920 3.99740 0.0 -0.1 0.0 -0.037
C -2.62155 3.77028 -2.63516 0.1 0.0 -0.1 -0.142
C 1.61975 1.37857 5.04172 -0.1 0.0 -0.1 -0.046
C 4.82385 3.28665 0.87666 0.0 -0.1 0.0 -0.101
C -2.54740 -4.66552 -3.80766 0.0 0.0 0.0 -0.020
C 3.45493 3.34814 0.77351 0.1 0.1 0.0 -0.011
C 1.77347 -2.85227 1.56551 0.0 0.0 0.1 -0.025
C -2.48829 -2.45776 -2.81864 0.0 0.1 0.1 -0.249
C -4.62925 -5.63143 -4.75290 0.1 0.1 0.1 -0.584
C -3.85034 -2.32145 -3.10465 -0.1 0.0 0.0 -0.017
C 0.32772 2.09591 -4.19621 0.0 0.0 0.1 -0.207
C -4.51929 5.29079 -2.52626 0.0 0.0 0.1 -0.125
C 2.94214 1.48839 -2.44893 0.1 0.0 0.1 -0.107
C -1.58026 -1.35705 3.31668 0.1 -0.1 -0.1 -0.658
H 2.42655 -3.68570 1.29279 0.0 0.0 0.0 0.088
H -0.79461 -3.76683 -2.96623 0.0 0.0 0.0 0.111
H -2.18055 0.67774 3.70962 0.0 -0.1 0.0 0.049
H 3.66070 -0.84002 1.44581 0.0 0.0 0.0 0.077
H 2.84417 3.82519 1.53139 0.0 0.0 0.0 0.112
H -3.36235 -0.54938 4.22732 0.1 0.0 0.0 0.084
H -4.34986 -1.40283 -2.82510 0.0 0.0 0.0 0.119
H 1.97752 1.65353 6.03804 0.0 0.0 0.0 0.085
H 4.02106 -2.00874 0.14767 0.0 0.0 0.0 0.088
H 1.45152 -1.37760 5.20507 0.1 0.0 0.0 0.076
H 5.31166 3.73571 1.73580 0.0 0.0 0.0 0.096
H -1.87652 -0.29320 5.17057 0.0 0.0 -0.1 0.083
H -3.20887 -1.81503 1.97423 0.0 0.0 0.0 0.089
H -5.60446 -3.22120 -3.94924 0.0 0.0 0.0 0.114
H 2.15843 -3.12129 -1.10021 0.0 0.0 0.0 0.088
H -5.15254 6.03602 -2.98941 0.0 0.0 0.0 0.086
H -2.19936 -0.45703 1.44152 0.0 0.0 0.0 0.062
H 5.54945 1.58166 -1.95153 0.0 0.0 0.0 0.104
H 1.02882 2.92696 -4.32002 0.0 0.1 0.0 0.121
H 0.47443 -2.59387 -0.83416 0.0 0.0 0.0 0.066
H 3.14818 -1.71797 4.80702 0.0 0.0 0.0 0.083
H -1.55172 3.65128 -4.48539 0.0 0.0 -0.1 0.121
H 2.04850 -2.50220 2.56363 0.0 0.0 -0.1 0.072
H -1.16320 -2.67388 4.97424 0.0 0.0 0.0 0.081
H 1.59694 2.26722 4.40653 0.0 -0.1 0.1 0.071
H -2.04479 -5.58428 -4.08555 0.0 0.0 0.0 0.120
H 1.62373 -1.49985 -1.60264 0.0 0.0 0.0 0.067
H 0.74123 -3.21009 1.60037 0.1 0.0 0.0 0.081
H -2.69338 -3.02376 4.13662 0.1 0.0 0.0 0.083
H -1.59724 -2.11624 1.28798 -0.1 0.1 0.0 0.082
H 2.75414 -0.79716 6.27648 0.0 0.0 -0.1 0.084
H -1.14260 -3.47234 3.38992 0.0 0.0 0.0 0.079
H 0.46754 0.00087 -3.73079 0.0 0.0 0.0 0.093
H -4.12278 3.57854 0.39751 0.0 0.0 -0.1 0.113
H 4.33303 1.09258 5.35042 0.0 0.0 0.0 0.083
H 6.68670 2.62594 -0.01921 0.0 0.0 0.0 0.086
H 4.61561 0.07179 3.92144 0.0 0.0 0.0 0.084
H 0.59442 1.00266 5.12618 0.1 0.0 0.0 0.075
H -5.57635 5.28836 -0.64731 0.0 0.0 0.0 0.095
H 3.99983 1.72024 3.71479 0.0 0.0 0.0 0.080
H 3.40296 -0.38801 -0.24501 0.0 -0.1 0.1 0.073
H 3.56928 1.37236 -3.34223 0.1 0.0 -0.1 0.127
H -0.17570 1.93095 -5.15271 -0.1 0.0 0.0 0.114
H -3.26530 5.04612 -4.23250 0.0 0.0 0.0 0.101
H 1.89122 0.66648 -4.57808 0.1 0.0 0.0 0.110
```
Positions in Å, forces in eV/Å.


Here is a structure of composition C37H46Cl2CuN9O3Sn at a distorted geometry from the Open Molecules 2025 dataset. Energies are from ωB97M-V/def2-TZVPD.

## Properties
- E_HOMO (spin up / spin down) (Eh) = -0.355 / -0.355
- 2S+1 = 2
- largest force on an atom (eV/A) = 4.820
- total charge = +1
- orbital gap (spin up / spin down) (eV) = 4.232 / 4.230
- <S²> = 0.755
- E_tot (eV) = -134174.3504

```
99
Properties=species:S:1:pos:R:3:forces:R:3:lowdin_spin:R:1
Sn 2.74585 -2.26650 2.12972 -1.5 1.3 -0.2 -0.001
Cu -0.75377 1.33367 2.73552 -0.2 -0.1 0.5 0.687
Cl -2.77139 0.24785 3.85378 1.5 0.6 -1.0 0.072
Cl 0.08736 0.02019 0.73205 0.1 -0.1 0.9 0.056
O 2.53078 1.57496 5.12171 1.7 0.7 0.8 0.001
O 0.82503 2.30758 3.87247 -0.4 2.4 -1.0 0.026
O 1.32494 0.25194 3.91793 0.8 -3.2 -1.1 0.000
N -0.02103 -1.84591 -4.25461 -0.5 -0.4 -0.2 0.000
N -3.04098 -4.89326 1.09317 0.9 1.4 -1.3 0.000
N -3.84064 1.22737 -1.89427 0.9 0.5 0.2 0.000
N 1.89594 -2.93680 -1.35230 -1.6 -1.2 1.7 0.000
N 3.51323 3.69906 -0.26029 -1.2 1.5 -0.4 0.000
N -1.26001 1.72496 -4.30887 1.2 -1.5 -0.8 0.000
N -2.84528 3.03450 1.39950 -0.2 0.2 -0.6 0.005
N -0.74187 -3.55094 3.21111 2.1 1.0 0.5 0.000
N 4.89167 -0.49792 0.18883 -0.6 -0.6 0.4 0.000
C -0.12723 -4.75794 3.22991 -1.2 -1.3 0.7 0.000
C -2.83411 3.17077 -4.79066 0.6 0.4 0.1 0.000
C 1.68299 4.63114 -1.18851 0.4 -0.2 0.5 0.000
C -3.43275 -3.72178 1.72139 -0.5 -1.9 0.3 0.000
C -2.58839 3.60556 2.60488 -1.4 -1.2 -0.4 0.063
C 5.44028 -0.32333 1.41662 1.5 -0.1 0.0 0.000
C 0.74353 -4.79664 4.30436 0.8 -0.8 -0.7 0.000
C 0.87531 -3.49112 4.78085 -0.6 1.2 -0.2 0.000
C 3.59132 0.90414 1.32956 -1.2 0.1 0.2 0.000
C -1.90617 3.70391 -3.83688 -1.6 2.6 -0.1 0.000
C 1.89863 5.32590 0.06861 1.2 -1.6 -1.8 0.000
C 1.70610 -0.47918 -4.29881 0.1 0.7 -0.2 0.000
C 1.27767 -3.96971 -0.58616 -0.4 2.1 -0.9 0.000
C 4.67868 0.58194 2.14146 0.8 -0.9 0.7 0.000
C -5.31217 2.04785 -0.47260 -0.1 2.4 -0.7 0.000
C -0.93997 2.82704 -3.58422 0.7 -1.5 0.5 0.000
C -4.33594 0.21212 -1.15021 -0.9 -1.8 -0.3 0.000
C -1.69231 3.00815 0.57026 -1.2 0.7 3.0 0.055
C 1.07425 -0.41925 -3.03522 2.8 2.4 0.6 0.001
C -2.90737 -2.66888 1.05001 -1.3 1.7 1.5 0.000
C 1.60372 1.42532 4.23495 -3.8 -0.2 -1.0 0.001
C 0.09132 -1.27431 -3.03258 -4.0 -2.4 1.2 0.000
C -2.19257 -3.11744 -0.02862 0.9 -2.2 -1.4 0.000
C 3.45604 -4.32939 -0.76048 1.2 0.1 0.6 0.000
C -1.27320 3.91489 2.65469 0.4 1.1 1.3 0.031
C -2.31087 1.95944 -5.15191 -1.0 -0.7 1.1 0.000
C 3.68696 0.13439 0.20805 -0.6 0.6 -1.9 0.000
C -2.26410 -4.52084 -0.02773 -0.6 0.6 1.0 0.000
C -5.38073 0.68272 -0.36813 1.3 -1.5 0.3 0.000
C 2.22280 -4.84576 -0.16390 2.4 0.7 -0.9 0.000
C 0.93991 -1.33887 -5.03940 0.8 -0.2 -1.5 0.000
C 3.22919 -3.12184 -1.38564 -1.0 -1.2 -0.5 0.000
C -0.07459 -2.72832 4.08685 -0.3 0.6 -0.4 0.000
C 2.69653 3.66688 -1.36930 -1.2 0.8 -0.1 0.000
C 3.03417 4.72669 0.51944 1.2 -0.1 2.4 0.000
C -0.75169 3.61158 1.41525 2.0 -1.3 -2.3 -0.002
C -4.37464 2.37771 -1.44985 -1.1 1.0 0.8 0.000
H -3.12521 1.24744 -2.60691 0.0 -0.5 0.1 0.000
H -3.11132 -1.65105 1.34804 0.2 0.1 -0.1 0.000
H 2.14584 -5.76051 0.40506 -0.3 0.1 -0.1 0.000
H 4.33650 3.15380 -0.04812 -0.3 0.3 -0.3 0.000
H -1.92336 4.70062 -3.42135 -0.2 0.0 0.0 0.000
H 1.42148 -2.21794 -1.87978 -0.2 0.1 0.2 0.000
H -3.79418 2.74555 1.20922 0.3 -0.4 -0.7 0.000
H -4.08063 3.34582 -1.82765 0.0 -0.2 -0.1 0.000
H -0.83378 4.48268 3.46149 0.3 -0.3 -0.1 0.001
H -1.47091 -3.26997 2.57106 -0.1 0.2 -0.2 0.000
H -0.38549 -1.70268 4.22030 0.0 0.0 0.0 0.000
H -2.76199 1.13259 -5.68031 0.2 0.2 -0.3 0.000
H -0.56572 -1.59403 -2.23730 -0.1 0.4 0.0 0.000
H 2.94796 3.05537 -2.22326 -0.3 -0.1 0.1 0.000
H 4.91833 0.90182 3.14478 -0.1 0.2 -0.1 0.000
H -0.07459 2.82219 -2.93808 -0.1 0.2 0.0 0.000
H -3.74934 3.63726 -5.12405 0.2 0.0 -0.2 0.000
H -5.87104 2.76065 0.11560 -0.2 0.1 -0.3 0.000
H -1.66763 -2.49884 -0.74149 -0.1 -0.1 0.1 0.000
H 3.78479 -2.52757 -2.09596 0.4 -0.1 0.3 0.000
H 2.60127 0.61952 5.18308 1.4 -0.8 1.3 0.000
H 4.44616 -4.74562 -0.87368 -0.1 -0.5 0.6 0.000
H -4.06141 -3.80000 2.59607 0.0 0.3 -0.1 0.000
H 1.39785 -3.17061 5.67003 0.0 0.1 -0.1 0.000
H 3.03106 0.19237 -0.64800 0.2 -0.1 -0.1 0.000
H 2.83795 1.67478 1.39993 -0.2 -0.3 0.6 0.000
H -3.93927 -0.79073 -1.20806 -0.2 0.0 -0.3 0.000
H -0.71520 0.87489 -4.28334 0.0 0.2 -0.2 0.000
H -6.04922 0.12020 0.26677 0.3 -0.1 0.0 0.000
H 0.91034 -1.68497 -6.06202 0.6 0.3 -0.1 0.000
H 6.40397 -0.77990 1.58762 0.0 0.2 0.4 0.000
H 2.55657 0.14581 -4.52790 -0.1 -0.3 -0.6 0.000
H -1.84923 -5.25320 -0.70444 -0.1 0.0 0.1 0.000
H -1.66597 2.56008 -0.41206 -0.1 0.2 0.2 0.002
H 0.80125 4.85708 -1.76979 0.3 -0.3 -0.6 0.000
H 1.33094 0.24515 -2.22338 0.0 -0.1 0.1 0.001
H 0.29248 3.71465 1.15936 -0.1 0.1 -0.1 -0.001
H -0.56437 -5.51765 2.59893 0.3 -0.3 0.2 0.000
H 1.23552 -5.61855 4.80318 0.0 -0.3 -0.6 0.000
H 3.55034 4.90613 1.45099 0.0 0.1 0.0 0.000
H 5.33227 -0.90852 -0.62196 -0.2 -0.2 0.3 0.000
H -0.72272 -2.48208 -4.60536 0.1 0.1 0.4 0.000
H 1.39579 6.18292 0.49177 -0.1 -0.3 0.0 0.000
H -3.31719 -5.82951 1.35250 0.1 0.3 -0.1 0.000
H -3.35850 3.67627 3.35876 0.0 0.0 -0.1 0.002
H 0.20908 -3.99626 -0.43185 0.1 0.2 0.0 0.000
```
Positions in Å, forces in eV/Å.